# 1
# C24H42ClFeN6O4

A structure of composition C24H42ClFeN6O4 (wB97M-V/def2-TZVPD, the OMol25 dataset).

The geometry in XYZ format:
```
78
Properties=species:S:1:pos:R:3:forces:R:3:lowdin_charge:R:1
C -0.475 1.727 4.804 -0.23 -0.27 -0.17 -0.15
C 2.490 3.124 -2.109 0.28 -0.50 -0.68 -0.27
H 6.695 -0.002 0.058 0.05 0.55 0.17 0.10
H 7.049 -1.541 -0.530 0.35 -0.19 -0.66 0.09
H 2.987 4.983 -1.207 -0.06 0.05 0.15 0.08
C -4.353 -0.840 -2.387 1.86 -2.07 -1.09 -0.13
O 1.255 0.313 -0.410 -1.25 0.25 -0.66 -0.28
H 1.512 -4.077 0.786 0.17 -0.05 -0.07 0.08
H -0.788 3.566 5.845 -0.14 0.01 -0.04 0.12
C -5.763 -0.385 1.535 -0.39 -0.20 0.31 -0.13
O -0.414 0.748 -2.097 0.52 -0.54 -1.48 -0.26
C -3.537 -2.014 -2.861 -0.34 2.55 0.69 -0.10
C 1.206 3.651 5.082 0.20 -0.10 -0.92 -0.10
C 3.311 2.591 -4.438 -0.56 0.05 0.70 -0.23
C -1.141 2.152 3.541 -1.42 0.74 -2.57 -0.09
H 0.336 2.581 6.680 -0.23 -0.75 -0.16 0.12
C -5.308 -1.813 1.832 0.00 0.24 1.33 -0.25
H -0.816 -3.382 1.591 0.04 -0.31 0.09 0.13
C 6.932 -0.514 -0.875 -1.27 -0.15 0.15 -0.05
O -0.979 0.977 0.055 -1.13 1.90 2.13 -0.43
C 5.772 -0.292 -1.852 0.94 0.89 1.30 -0.16
C 1.085 -2.490 2.170 -0.31 0.01 -0.03 -0.25
Cl -0.134 0.203 -0.806 1.27 -0.20 0.41 0.66
H 1.326 2.896 -3.866 -0.16 -0.46 -0.32 0.12
H 2.093 1.356 -3.275 -0.40 0.02 -0.21 0.08
C -4.719 0.532 1.140 1.43 1.11 -1.03 -0.11
H 3.983 -0.291 -0.551 0.43 0.37 0.79 0.15
N 4.170 2.747 -5.179 0.28 -0.09 -0.15 0.17
H 1.624 2.973 -1.464 -0.07 -0.05 -0.01 0.08
C -1.223 -1.664 2.605 -1.44 1.94 0.03 -0.20
C 2.874 4.589 -2.217 0.53 -0.09 0.99 -0.09
C -0.380 -2.831 2.424 -0.35 0.03 0.16 -0.18
H 6.036 -0.658 -2.844 -0.43 -0.70 -0.30 0.15
H -3.069 -1.094 -6.310 0.39 -0.26 0.28 0.10
H -4.563 -1.853 2.627 -0.05 0.33 0.11 0.10
H 3.881 4.665 -2.626 -0.26 0.26 -0.51 0.08
H -6.203 -2.282 2.243 0.03 -0.18 -0.05 0.13
H 3.593 -0.567 -2.175 0.00 -0.52 -0.22 0.12
H -0.530 -3.355 3.367 0.25 -0.62 -0.16 0.14
H 2.078 3.018 4.916 0.07 -0.14 0.25 0.08
C 1.903 -3.707 1.734 -0.34 0.56 0.33 -0.08
H -6.572 -0.497 0.814 0.24 0.66 -0.54 0.14
H 2.148 5.248 -2.693 0.10 -0.29 -0.40 0.09
C -4.783 -2.589 0.684 -0.04 -0.86 -0.81 -0.11
C 2.218 2.424 -3.454 0.09 0.72 -0.16 -0.20
C -3.510 -1.033 -5.315 1.16 0.03 0.83 -0.02
H -4.330 -2.751 -2.987 -0.14 -0.89 -0.46 0.17
H 7.846 -0.058 -1.255 0.12 -0.19 0.00 0.11
N -1.677 2.455 2.533 1.73 -0.35 2.26 0.11
H 1.437 -1.995 3.075 0.44 -0.16 -0.04 0.12
H -2.910 -2.332 -2.028 0.02 -0.19 0.04 0.12
H -3.887 -2.156 0.238 0.17 0.08 0.09 0.05
H -6.240 0.084 2.396 0.05 -0.06 0.28 0.15
H -3.666 0.023 -5.095 -0.09 0.21 0.19 0.10
C 0.036 2.873 5.673 0.29 1.36 0.25 -0.24
H -1.182 1.115 5.365 -0.39 0.10 -0.12 0.13
H 5.601 0.779 -1.965 0.04 0.07 0.01 0.12
H 3.304 2.519 -1.711 0.22 0.36 0.66 0.09
O -0.547 -1.151 -0.673 -0.21 -0.66 -0.59 -0.26
N 4.243 -3.403 -0.728 -0.07 -2.73 0.82 0.36
H 1.115 -1.752 1.368 0.06 0.12 0.00 0.08
N -1.947 -0.764 2.750 1.18 -1.32 -0.22 0.17
H -2.302 -2.697 -4.516 -0.01 -0.05 0.10 0.14
H -5.521 -2.749 -0.102 -0.14 0.19 -0.11 0.08
H 0.294 1.008 4.522 0.27 0.15 -0.21 0.13
H 1.895 -4.531 2.447 0.04 0.07 0.06 0.09
N -3.861 1.254 0.830 -1.11 -0.26 0.12 0.12
H 1.534 4.525 5.644 -0.26 -0.23 0.30 0.09
N -4.956 0.077 -2.044 -0.62 0.91 0.39 0.25
C -2.757 -1.771 -4.166 -2.29 -0.58 -1.66 -0.14
C 4.301 -2.293 -1.057 0.13 5.73 -1.61 0.03
H -4.553 -3.590 1.049 0.26 -0.02 -0.11 0.09
H -1.926 -1.136 -3.860 0.87 0.83 0.42 0.15
H -4.525 -1.408 -5.452 -0.59 -0.43 0.25 0.12
H 2.929 -3.353 1.633 0.30 -0.30 -0.19 0.06
H 0.963 4.026 4.088 -0.19 0.14 -0.17 0.06
Fe -2.360 2.680 0.468 0.30 -2.46 1.91 1.15
C 4.351 -0.817 -1.432 -0.23 -3.11 -0.46 -0.08
```
Positions in Å, forces in eV/Å.

Its orbital gap (spin up / spin down) is 7.6 / 2.3 eV. As for the total charge: +3. As for the expectation value of S²: 12.021. The calculation puts the highest occupied orbital energy (spin up / spin down) at -0.636 / -0.635 Ha. The multiplicity is 7. The energy relative to the best compared isomer or geometry (same formula, charge and spin) is 0.000 eV. For the total energy, the calculation gives -89565.2389 eV.

***

# 2
# C24H42ClN7O5S

A cluster of 7 separate species, C24H42ClN7O5S in total (wB97M-V/def2-TZVPD, the OMol25 dataset).

The geometry in XYZ format:
```
80
Properties=species:S:1:pos:R:3:forces:R:3:lowdin_charge:R:1
S 2.857 1.653 -3.177 -0.92 1.43 -0.47 0.66
H -3.259 -0.966 -0.899 0.20 0.15 0.03 0.10
H 0.894 -1.228 -1.844 -0.13 0.21 0.12 0.10
H -8.342 -0.518 0.313 -0.01 0.01 0.00 0.08
H 2.268 -2.032 -0.202 0.25 0.00 -0.04 0.05
C 1.685 0.788 -2.001 1.23 -0.61 0.07 -0.49
H -1.423 -2.748 -1.921 0.02 0.15 0.06 0.08
H -0.429 0.970 -3.651 0.29 -0.17 0.07 0.12
Cl 4.021 0.464 -0.439 0.09 -0.06 0.13 0.73
H 6.905 0.892 2.025 0.00 0.00 -0.02 0.09
C 1.986 -1.484 0.691 -0.85 0.07 0.29 -0.11
H 2.447 -2.326 -3.313 0.06 -0.09 0.05 0.13
C -3.710 4.259 -0.344 0.03 -0.10 -0.10 -0.26
H -1.052 -0.442 -1.470 0.25 0.10 0.20 0.08
H -4.577 -0.577 -1.971 -0.04 0.02 -0.04 0.10
N 5.286 -0.313 4.437 0.03 0.07 -0.06 0.13
C 3.549 -0.674 -3.955 0.49 -0.53 -0.44 -0.20
C -1.532 0.473 -1.829 -0.22 -0.18 -0.28 -0.22
H 0.885 -0.621 -3.479 -0.14 0.38 0.05 0.12
H 0.194 -1.386 3.951 0.01 0.00 0.01 0.08
H 6.807 2.174 3.247 0.01 0.00 0.01 0.08
C -2.055 -2.796 -2.806 -0.17 -0.30 -0.27 -0.05
H 7.181 -1.535 5.498 -0.06 0.00 0.00 0.04
H 2.999 -0.614 -4.897 -0.20 0.17 0.08 0.13
O 3.439 2.783 -2.524 0.44 -0.50 0.12 -0.26
C 2.753 -1.370 -2.881 -0.56 0.12 -0.19 -0.17
N -1.748 -0.660 1.586 0.10 -0.07 0.21 0.16
N -6.172 -2.791 0.047 -0.05 0.05 0.00 0.14
O 0.612 1.660 -1.950 -0.23 -0.25 0.21 -0.08
H -3.934 -2.954 -1.833 -0.09 0.11 0.11 0.12
H 0.407 -0.077 0.136 0.01 0.02 -0.21 0.07
C 7.472 -2.292 6.222 0.08 -0.03 0.00 -0.08
H -1.111 2.291 -2.778 0.20 0.13 -0.01 0.14
O -4.238 -2.288 -3.753 0.18 0.22 0.01 -0.04
N 9.851 -3.198 5.664 -0.06 0.03 0.00 0.12
H 1.487 0.456 1.378 -0.10 0.02 0.04 0.11
C -3.837 1.897 3.798 0.11 -0.17 0.24 -0.28
H -1.347 -0.914 4.698 -0.03 0.02 -0.02 0.07
H -2.472 5.931 -0.106 0.01 0.01 -0.01 0.09
H -6.764 0.288 0.212 0.01 0.02 -0.01 0.08
C -3.463 -2.273 -2.550 -0.04 -0.37 0.28 -0.43
H -7.557 -0.295 -1.262 0.00 0.01 -0.01 0.08
O 2.061 1.933 -4.343 0.04 -0.62 -0.03 -0.25
H 4.449 -1.249 -4.164 0.14 0.19 0.04 0.13
C 6.246 1.402 2.726 -0.04 0.02 -0.01 -0.07
H 7.469 -1.853 7.217 -0.01 0.00 0.01 0.08
H -4.316 -3.204 -4.028 -0.05 -0.08 -0.13 0.09
C -1.371 -1.024 2.609 -0.13 0.08 -0.26 -0.27
H 6.748 -3.104 6.188 -0.03 0.01 -0.01 0.08
H 5.429 1.861 2.173 0.01 0.00 -0.04 0.07
C 1.457 -0.071 0.422 0.58 0.04 0.27 -0.25
H -1.589 -2.291 -3.653 0.12 0.17 0.10 0.08
H -1.871 1.059 -0.976 0.05 -0.17 0.22 0.10
H -3.388 3.319 2.339 0.05 0.01 -0.06 0.07
C -6.717 -1.786 -0.058 0.13 -0.08 -0.04 -0.28
C -3.527 -0.880 -1.953 -0.37 0.05 -0.18 -0.19
H -5.099 3.241 2.803 0.00 0.01 -0.01 0.08
H 3.341 -1.590 -1.998 0.20 0.13 0.02 0.08
N -3.856 3.121 -0.355 -0.01 0.14 -0.10 0.16
N -3.530 1.294 4.727 -0.04 0.09 -0.19 0.12
H 2.788 -1.449 1.422 0.31 -0.13 -0.24 0.06
C -7.387 -0.500 -0.207 -0.01 -0.02 0.02 -0.07
C -3.512 5.704 -0.332 0.00 -0.03 -0.01 -0.06
H -4.150 6.158 0.424 0.00 0.02 0.00 0.08
C -0.592 1.343 -2.639 -0.73 0.45 -0.30 -0.17
H -1.147 -2.546 4.027 0.00 -0.01 0.01 0.09
N -2.706 0.128 -2.632 0.20 -0.03 0.26 -0.03
C -4.202 2.654 2.607 -0.08 -0.11 0.29 -0.09
C 5.709 0.444 3.685 -0.04 -0.07 0.04 -0.27
C 8.803 -2.801 5.910 0.07 -0.03 0.01 -0.29
O 4.010 0.642 -3.592 -0.19 0.03 0.67 -0.23
C -0.888 -1.497 3.901 -0.02 0.05 0.03 -0.06
H -3.764 6.117 -1.306 0.00 0.02 -0.01 0.09
H 2.147 1.827 -0.237 0.20 0.08 -0.13 0.11
C 2.270 0.795 -0.555 -0.78 0.38 -0.06 -0.57
H -2.125 -3.850 -3.086 0.04 -0.03 -0.01 0.08
H -4.388 1.976 1.781 0.06 -0.01 -0.08 0.05
C 1.455 -0.616 -2.550 0.17 -0.67 -0.16 -0.13
H 1.177 -2.054 1.155 0.00 -0.04 0.00 0.07
H -2.397 -0.257 -3.517 -0.07 0.07 -0.12 0.09
```
Positions in Å, forces in eV/Å.

Its orbital gap is 9.0 eV. The calculation puts the highest occupied orbital energy at -0.320 Ha. For the total energy, the calculation gives -69592.3155 eV. Its SMILES is CC[C@@H](Cl)[C@]1(OCCNC[C@H](C)O)CCCOS1(=O)=O.CC#N.CC#N.CC#N.CC#N.CC#N.CC#N.

***

# 3
# C24H42N4O5PdSSi

A structure of composition C24H42N4O5PdSSi (wB97M-V/def2-TZVPD, the OMol25 dataset).

The geometry in XYZ format:
```
78
Properties=species:S:1:pos:R:3:forces:R:3:lowdin_charge:R:1
O 3.591 0.120 2.812 0.05 -0.10 0.28 -0.15
H 3.838 5.115 3.580 0.01 0.05 -0.03 0.09
H 1.678 2.542 -0.811 0.17 0.44 0.08 0.05
H 0.797 4.836 4.087 -0.08 0.07 0.08 0.09
H -0.861 2.619 -1.362 0.01 0.03 -0.01 0.10
C 3.509 4.429 4.359 -0.24 -0.26 -0.09 -0.02
H 0.778 -1.848 1.048 0.03 -0.57 -0.27 0.05
H 4.537 3.899 1.190 0.08 0.13 0.02 0.07
C 1.166 -3.813 1.928 0.18 0.00 -0.07 -0.15
H 5.883 0.577 1.465 0.09 0.03 -0.13 0.09
H 6.219 -1.884 3.106 0.11 -0.09 0.03 0.09
C 5.932 0.746 2.537 -0.22 -0.21 -0.01 -0.03
H -4.761 0.654 0.942 -0.07 -0.08 0.01 0.10
H 1.558 -3.232 2.763 -0.04 0.06 0.02 0.11
H 5.800 3.057 0.282 0.11 -0.04 0.00 0.09
H 3.112 5.001 5.191 -0.07 0.12 0.15 0.08
H -0.043 -3.179 0.205 0.14 0.05 0.12 0.12
C 2.110 -4.306 -0.890 0.03 -0.43 -0.42 -0.12
N 0.304 0.564 -1.645 0.44 0.75 -1.39 -0.14
O 1.097 -0.283 -2.230 -1.13 0.15 0.06 -0.18
C 4.923 -0.159 3.234 0.39 -0.29 0.28 -0.63
C -2.858 0.269 0.059 0.39 -0.17 -0.18 0.00
H 0.776 -5.694 0.115 -0.04 -0.08 -0.06 0.11
C 4.837 3.555 0.203 -0.19 -0.26 -0.02 -0.01
H 0.234 -4.275 2.252 -0.06 -0.03 0.06 0.11
C 0.880 -2.900 0.723 -0.42 0.28 0.61 -0.16
S 0.921 0.796 1.704 0.07 0.00 -0.33 0.43
Si 2.927 1.365 2.026 -0.89 -0.17 0.22 -0.18
H 2.835 1.868 5.170 0.11 -0.06 0.16 0.07
H 4.367 3.858 4.703 0.12 -0.05 0.05 0.08
C -3.914 1.079 0.426 -0.04 0.14 0.01 -0.07
C 5.191 -1.622 2.868 -0.11 0.37 0.03 -0.02
O -0.827 -1.276 -0.949 -0.29 0.89 -0.06 -0.01
H 3.178 -4.458 1.507 0.07 -0.06 0.06 0.11
H 1.414 -4.367 -1.737 0.13 0.04 0.08 0.13
H 1.552 4.955 2.491 0.03 0.08 -0.06 0.08
O 3.704 1.483 0.593 -0.03 -0.48 -0.27 -0.20
C -1.765 0.823 -0.609 -1.01 0.91 0.44 -0.21
H -2.854 -0.791 0.258 -0.04 -0.03 0.02 0.11
H 6.935 0.525 2.891 0.12 0.01 0.06 0.09
C 3.780 2.579 -0.313 0.01 0.62 -0.77 -0.63
H 5.128 1.512 -1.639 0.07 -0.10 0.00 0.09
H 1.274 1.785 4.373 -0.21 -0.09 0.06 0.06
C 1.992 2.461 4.832 0.19 0.12 -0.24 -0.03
H -4.731 3.065 0.389 -0.04 0.01 0.08 0.10
N 3.715 -1.338 -0.657 0.23 0.29 -0.14 0.17
C 2.815 -2.057 -0.436 0.49 -0.55 0.04 -0.35
H 4.935 4.405 -0.467 0.00 0.09 -0.09 0.09
C 1.830 -5.414 0.136 0.21 0.08 0.15 -0.17
H 4.225 -0.574 5.235 -0.07 -0.05 0.05 0.09
H 4.517 -2.272 3.422 -0.07 -0.09 0.04 0.08
H 2.492 4.102 -1.132 -0.01 0.06 -0.11 0.10
C -2.783 2.988 -0.489 -0.12 0.01 0.06 -0.07
H 4.164 2.776 -2.426 0.02 0.08 -0.12 0.09
H 2.420 -6.298 -0.107 -0.07 -0.02 -0.09 0.11
H 2.181 -5.695 2.264 0.04 -0.02 -0.01 0.11
C 2.450 3.479 3.794 -0.12 0.53 0.41 -0.64
H 4.830 1.072 5.012 0.04 0.12 0.04 0.07
H -2.756 4.047 -0.695 0.03 0.10 -0.04 0.11
H 5.021 -1.757 1.802 0.02 -0.04 -0.10 0.07
C 4.152 1.990 -1.676 -0.25 -0.15 0.33 -0.03
H 5.966 -0.277 5.119 0.13 -0.03 0.09 0.09
H 5.701 1.788 2.738 0.05 0.21 0.04 0.08
C -3.891 2.435 0.135 0.03 0.02 0.03 -0.08
C 1.245 4.267 3.276 0.29 -0.22 0.02 -0.03
H 2.096 3.637 0.527 -0.13 0.09 0.08 0.06
H 3.129 -4.381 -1.280 -0.11 0.03 0.08 0.13
H 1.535 2.962 5.680 -0.08 0.01 0.11 0.09
C 2.421 3.266 -0.440 -0.02 -0.31 -0.01 -0.04
O 3.084 2.829 2.706 0.30 -0.07 -0.07 -0.15
N 1.967 -3.017 -0.236 -0.35 0.08 0.02 -0.11
C 2.176 -4.891 1.528 -0.16 -0.13 0.08 -0.19
H 0.509 3.576 2.873 -0.14 -0.02 -0.09 0.06
C 4.991 0.029 4.752 -0.07 -0.05 -0.37 -0.02
H 3.398 1.235 -1.961 0.40 0.33 -0.07 0.06
N -0.744 -0.018 -1.048 -0.26 -2.35 -0.33 -0.26
C -1.717 2.196 -0.861 0.18 -0.20 -0.09 -0.01
Pd 1.871 0.030 -0.386 1.67 0.47 1.39 0.75
```
Positions in Å, forces in eV/Å.

Its orbital gap (spin up / spin down) is 8.0 / 6.6 eV. As for the expectation value of S²: 2.069. The calculation puts the highest occupied orbital energy (spin up / spin down) at -0.287 / -0.299 Ha. The multiplicity is 3. The energy relative to the best compared isomer or geometry (same formula, charge and spin) is 0.636 eV. For the total energy, the calculation gives -63960.0674 eV.